(1)
The following is a DFT calculation (the ωB97M-V functional and the def2-TZVPD basis) of a molecular structure, C22H15Cl3MnN2O8S2.

The geometry in XYZ format:
```
53
Properties=species:S:1:pos:R:3:forces:R:3:mulliken_charge:R:1
Mn 0.4657 -1.3334 0.1563 -0.6 -1.8 -1.9 0.2074
Cl -2.4357 -4.2307 6.2074 -0.2 -0.2 0.4 -0.2870
C -1.6745 -3.3248 4.9340 -0.3 -0.7 -0.4 0.4598
C -1.0368 -2.1321 5.2457 0.8 0.8 -1.5 -0.7914
C -0.4260 -1.4445 4.1973 -0.4 0.0 2.2 0.4665
Cl 0.4009 0.0323 4.5467 0.1 0.2 0.1 -0.2225
C -0.4299 -1.8791 2.8639 0.9 0.2 -3.1 0.0054
O 0.2174 -1.2249 1.9578 -1.1 -0.3 4.4 -0.1882
C -1.1668 -3.0947 2.5762 0.3 0.6 1.5 1.0497
C -1.3401 -3.5390 1.2541 0.4 0.7 -2.6 -0.5064
O -0.9955 -2.9441 0.1878 -0.6 -0.6 1.8 -0.3842
C -1.7403 -3.8131 3.6546 0.2 0.5 -0.4 -1.2007
H -1.0040 -1.7491 6.2516 0.0 0.0 0.1 0.4522
H -1.8608 -4.5009 1.1274 0.0 0.0 0.0 0.1942
H -2.2506 -4.7417 3.4522 -0.1 -0.1 0.0 0.3819
N -1.4652 -3.8206 -5.2881 0.2 0.1 0.2 -0.6552
C -0.8214 -3.1087 -4.6467 -0.8 -0.9 -0.9 -0.0157
C -0.0516 -2.1961 -3.9179 1.1 1.3 0.5 0.3653
C 0.6830 -1.1793 -4.5723 -0.3 -0.4 0.6 -0.3721
C 1.3749 -0.2835 -3.7869 -0.1 -0.1 -0.3 -0.9634
C 1.3152 -0.3860 -2.4065 -0.4 -0.5 0.1 -0.3212
N 0.6190 -1.3564 -1.7796 0.1 0.6 -1.5 1.1318
C -0.0252 -2.2464 -2.5245 -0.1 -0.1 -0.1 -0.4086
H 0.6766 -1.1220 -5.6524 0.0 0.0 0.0 0.4515
H 1.9600 0.5123 -4.2225 0.0 0.0 -0.1 0.4363
H 1.8298 0.3256 -1.7769 -0.1 -0.1 0.0 0.5917
H -0.5602 -3.0226 -1.9879 0.1 0.1 0.0 0.5046
C -0.5487 3.0573 1.7881 -0.1 -0.1 0.0 -1.3987
C 0.0565 3.6312 0.5441 -0.3 0.0 -0.2 1.3701
C 1.3770 4.0636 0.5794 0.1 0.1 -0.2 -1.0022
C 1.9697 4.6228 -0.5360 -0.2 -0.1 0.0 0.3692
Cl 3.5976 5.2104 -0.4449 0.4 0.1 0.1 -0.2793
C 1.2787 4.7413 -1.7273 0.0 0.0 0.1 -0.7810
C -0.0320 4.3114 -1.7737 -0.1 -0.1 0.1 -0.3023
C -0.6586 3.7644 -0.6562 0.3 0.3 0.0 0.3502
O -1.9914 3.4789 -0.7964 0.1 0.3 0.1 -0.5469
C -2.4375 2.1612 -0.4959 0.2 -0.6 -0.2 -0.7264
C -1.4070 1.0748 -0.9567 -0.4 0.2 0.3 0.7374
O -0.9107 1.1934 -2.0705 0.1 0.4 -0.5 -0.6252
O -1.2062 0.1767 -0.0979 0.8 -0.7 0.9 -0.7776
H 0.0729 3.2837 2.6517 0.0 0.0 0.0 0.4778
H -0.6228 1.9726 1.6973 -0.1 -0.1 0.1 0.1596
H -1.5473 3.4591 1.9578 -0.1 0.0 0.0 0.2946
H 1.9410 3.9638 1.4950 0.1 0.0 0.1 0.3503
H 1.7634 5.1428 -2.6046 0.0 0.1 0.0 0.3911
H -0.5916 4.3738 -2.6935 -0.1 -0.1 -0.1 0.4069
H -3.3605 2.0419 -1.0716 0.1 -0.1 0.1 0.3489
H -2.6545 2.0331 0.5679 0.0 0.1 -0.1 0.2466
O 2.3918 -0.7824 0.2546 -0.3 0.9 0.1 -0.6233
S 3.2311 -1.8941 -0.3200 1.0 -0.8 0.1 1.1019
O 3.3671 -1.7608 -1.7670 0.1 0.2 -0.2 -0.6670
O 4.5114 -1.9635 0.3590 0.0 0.2 0.1 -0.7473
S 2.1539 -3.5562 0.0671 -0.7 0.4 0.2 -0.5091
```
Forces are in eV/Å.

Output
Total charge ... -2
Gap between HOMO and LUMO (spin up / spin down) ... 5.770 / 5.257 eV
Energy relative to the best compared isomer or geometry (same formula, charge and spin) ... 35.9 kcal per mole
Spin multiplicity ... 2

---

(2)
The following is a DFT calculation (the ωB97M-V functional and the def2-TZVPD basis) of a molecular structure, C35H52AuOP4Se.

The geometry in XYZ format:
```
94
Properties=species:S:1:pos:R:3:forces:R:3:mulliken_charge:R:1
Au 1.7200 0.8792 0.6057 -1.5 -1.0 1.7 1.3388
P 0.3856 0.6592 3.2480 -0.6 0.0 0.6 0.8946
P 1.1657 3.1244 0.5485 -0.1 1.4 -0.7 0.6980
P 3.7335 0.8134 1.9132 1.0 0.0 0.3 0.6049
H 0.3554 -0.8809 -1.1332 0.1 -0.2 0.2 1.0602
C 1.1224 -1.2139 -0.4288 -0.3 -0.4 1.2 -1.1626
C 0.7992 -1.4287 0.9085 0.0 -0.4 -1.3 -0.4983
H -0.2508 -1.3602 1.2294 0.5 0.5 -0.1 -0.1963
C -1.4146 0.3277 3.3186 0.1 0.0 -0.2 -1.4722
C 0.4585 2.0861 4.4054 0.2 -0.1 -0.1 -1.5719
C 1.0026 -0.7246 4.2842 0.1 0.1 -0.1 -1.1497
C 1.7246 3.8668 -1.0135 0.2 0.0 0.0 -1.3914
C -0.6363 3.3456 0.5366 -0.3 -0.3 0.0 -0.8781
C 1.8169 4.2346 1.8219 0.3 0.0 0.3 -1.3389
C 4.2339 -0.9076 2.2150 -0.3 -0.1 -0.1 -1.2306
C 3.8922 1.6250 3.5317 -0.3 0.2 0.1 -1.2603
C 5.0625 1.5492 0.9346 0.1 0.1 -0.2 -0.9942
H 2.0209 -1.6795 -0.8373 -0.1 0.3 0.3 0.3708
H 1.4929 -1.9697 1.5661 -0.2 0.3 -0.4 0.3018
H -1.6384 -0.6148 2.8074 -0.1 0.3 0.1 0.2923
H -1.9494 1.1255 2.7899 0.0 -0.3 0.1 0.2779
H -1.7489 0.2799 4.3654 0.2 0.0 -0.3 0.6205
H -0.0418 2.9465 3.9470 0.0 -0.1 0.2 0.3898
H 1.4953 2.3508 4.6366 -0.3 0.1 0.1 0.3781
H -0.0656 1.8225 5.3318 0.1 0.1 -0.2 0.5103
H 0.9266 -1.6538 3.7105 0.0 0.1 0.2 0.2842
H 0.3815 -0.8041 5.1843 0.2 0.0 -0.1 0.4986
H 2.0470 -0.5738 4.5745 -0.2 -0.1 0.1 0.3155
H 1.4664 4.9380 -1.0250 0.1 -0.3 -0.1 0.4961
H 1.2353 3.3556 -1.8545 0.1 0.2 0.2 0.3841
H 2.8138 3.7467 -1.1131 -0.3 0.2 0.0 0.3374
H -0.9095 4.2956 1.0248 0.2 -0.3 -0.1 0.5384
H -1.1416 2.5048 1.0338 0.0 0.2 -0.1 -0.0477
H -0.9757 3.3706 -0.5128 0.1 -0.1 0.4 0.4015
H 1.5384 5.2693 1.5576 0.1 -0.4 0.0 0.5336
H 2.9150 4.1695 1.8634 -0.3 0.1 0.0 0.3547
H 1.4041 4.0022 2.8148 0.2 0.1 -0.4 0.2333
H 5.2848 -0.9216 2.5370 -0.2 0.0 -0.1 0.5037
H 4.1247 -1.4869 1.2896 0.1 0.0 0.2 0.3164
H 3.6073 -1.3605 2.9953 0.2 0.1 -0.2 0.2875
H 4.9544 1.6015 3.8188 -0.2 0.0 -0.2 0.5588
H 3.3154 1.1092 4.3088 0.1 0.1 -0.3 0.3444
H 3.5723 2.6730 3.4751 0.1 -0.3 0.1 0.2929
H 6.0250 1.3367 1.4205 -0.2 0.1 -0.2 0.5282
H 4.9136 2.6368 0.8748 0.1 -0.3 0.0 0.2843
H 5.0514 1.1363 -0.0876 0.2 0.1 0.6 0.1917
C 4.0069 -0.4439 -3.4788 -0.3 0.7 0.7 0.8642
C 3.5799 -1.7809 -3.3790 -0.2 -1.1 -0.4 0.0707
C 3.9824 -2.7249 -4.3311 -0.6 0.3 1.0 -0.7349
C 4.8196 -2.3558 -5.3936 0.1 0.3 0.0 -0.3903
C 5.2547 -1.0243 -5.4956 -0.1 0.6 0.4 -0.6635
C 4.8566 -0.0801 -4.5491 0.7 0.1 -0.7 -0.5914
Se 3.5233 0.9301 -2.2016 -0.7 -1.7 -1.3 0.1901
H 2.2420 0.3150 -1.3790 1.7 0.6 -1.2 0.0450
H 2.9335 -2.0720 -2.5541 0.2 -0.1 -0.3 0.2605
H 3.6411 -3.7586 -4.2456 0.1 0.4 0.0 0.4263
H 5.1305 -3.0975 -6.1337 -0.1 0.3 0.3 0.4297
H 5.9063 -0.7311 -6.3195 -0.2 0.0 0.3 0.4182
H 5.2024 0.9498 -4.6301 0.0 -0.2 -0.1 0.3760
O -2.4223 0.2012 0.5967 0.4 0.1 0.0 -0.1740
P -3.1783 -0.6852 -0.3506 -0.8 0.2 0.5 0.8132
C -2.5334 -2.3725 -0.2899 0.3 -0.2 -0.3 0.4936
C -2.7999 -3.1428 0.8580 0.2 0.0 -0.3 -0.6178
C -2.2064 -4.3971 1.0084 0.0 0.2 -0.1 -0.7747
C -1.3475 -4.8885 0.0190 0.0 0.0 0.0 -0.5749
C -1.0709 -4.1171 -1.1115 0.0 0.1 0.0 -0.8014
C -1.6633 -2.8604 -1.2727 0.0 -0.3 0.5 -0.4454
C -3.1249 0.0323 -2.0015 0.0 -0.1 -0.6 0.4517
C -2.9188 1.4226 -2.0915 0.2 -0.1 -0.1 -0.6030
C -2.8979 2.0568 -3.3367 -0.1 -0.5 0.1 -0.5948
C -3.1400 1.3100 -4.4993 0.1 0.2 0.3 -0.5802
C -3.4004 -0.0542 -4.4104 0.0 -0.4 0.1 -0.7046
C -3.3845 -0.7054 -3.1682 0.1 0.6 -0.1 -0.2344
C -4.9382 -0.8483 0.0479 0.1 0.0 0.2 0.3815
C -5.5180 0.0995 0.9009 -0.1 -0.1 -0.1 -0.2834
C -6.8962 0.0806 1.1221 0.0 -0.2 -0.1 -0.6919
C -7.6949 -0.8831 0.4939 0.3 0.1 0.0 -0.5141
C -7.1078 -1.8507 -0.3289 0.2 0.0 0.0 -0.6849
C -5.7269 -1.8444 -0.5447 -0.3 0.3 0.2 -0.2349
H -3.4713 -2.7586 1.6269 0.1 -0.1 -0.2 0.5201
H -2.4147 -4.9874 1.9015 0.0 0.1 -0.3 0.4750
H -0.8926 -5.8776 0.1316 -0.2 0.4 0.0 0.4262
H -0.3814 -4.4820 -1.8745 -0.3 0.0 0.2 0.4721
H -1.4319 -2.2562 -2.1479 -0.1 -0.1 0.1 0.5343
H -2.7785 2.0001 -1.1721 0.0 -0.3 -0.3 0.4636
H -2.7004 3.1245 -3.3906 -0.1 -0.2 -0.1 0.4686
H -3.1309 1.8077 -5.4674 -0.1 -0.2 0.2 0.4293
H -3.6217 -0.6372 -5.3111 0.1 0.3 0.3 0.4256
H -3.5756 -1.7766 -3.1071 0.0 0.2 -0.1 0.3798
H -4.8812 0.8414 1.3877 -0.2 -0.2 -0.2 0.2885
H -7.3455 0.8237 1.7797 0.1 -0.2 -0.2 0.4249
H -8.7760 -0.8785 0.6479 0.4 0.0 0.0 0.3997
H -7.7245 -2.6139 -0.8087 0.2 0.3 0.2 0.4218
H -5.2691 -2.6097 -1.1697 -0.1 0.1 0.1 0.3131
```
Forces are in eV/Å.

Output
Total charge ... +3
Gap between HOMO and LUMO (spin up / spin down) ... 5.872 / 2.873 eV
Spin multiplicity ... 3

---

(3)
The following is a DFT calculation (the ωB97M-V functional and the def2-TZVPD basis) of a molecular structure, C18H48F6NO20S2Tl.

The geometry in XYZ format:
```
96
Properties=species:S:1:pos:R:3:forces:R:3:mulliken_charge:R:1
Tl -0.9439 1.7696 -3.8537 0.4 0.1 0.3 0.9158
C -0.5379 1.4458 1.0017 -1.3 -0.2 -2.1 0.4833
F -1.7849 1.5990 0.4873 0.7 0.2 -0.1 -0.1688
F -0.0997 2.6048 1.3742 0.4 0.6 0.9 -0.1760
F -0.6626 0.5824 1.9436 0.6 -0.8 1.6 -0.1820
S 0.6404 0.9027 -0.3977 1.0 1.2 -3.0 0.8459
O 0.7241 2.1773 -1.1648 0.8 -2.0 1.8 -0.6627
O 1.8395 0.1577 0.1379 -3.3 2.5 -1.5 -0.4411
N -0.4616 0.0547 -1.5581 2.5 1.1 3.9 -0.2759
S -0.3709 -1.4127 -0.9976 -2.2 -2.9 -1.6 0.7784
O -0.0914 -1.6454 0.4177 -0.5 0.3 -1.6 -0.4087
O -1.5442 -2.0661 -1.5910 0.9 -0.1 0.8 -0.6485
C 1.1396 -2.0852 -1.9938 -1.7 -1.2 1.2 0.4325
F 1.9539 -2.5344 -1.0577 0.5 -1.9 0.2 -0.1224
F 0.8605 -3.0006 -2.9915 0.4 1.1 1.8 -0.2442
F 1.7385 -1.0793 -2.4757 1.1 2.2 -2.3 -0.1450
C -0.6481 2.0768 5.0110 1.9 0.3 -1.4 0.0139
C -2.0925 2.6358 4.9137 0.6 -1.4 0.7 -0.0483
O -2.9163 1.7447 5.6248 0.1 0.0 0.4 -0.4936
O 0.2495 3.2038 4.9093 -0.8 -0.9 0.1 -0.4868
H -0.4018 1.4502 4.1538 -0.3 0.1 -0.3 -0.2397
H -0.3030 1.4398 5.8254 -1.0 0.3 0.8 0.3231
H -2.3264 2.6965 3.8508 -0.3 0.4 0.1 0.2047
H -1.9997 3.5974 5.4186 -0.7 0.2 -0.2 0.3538
H -3.7809 1.5656 5.2481 -0.1 0.4 -0.6 0.3114
H 0.0150 3.6925 5.7016 0.5 0.6 0.2 0.3312
C -4.1888 -0.2312 2.4548 -1.3 1.5 1.9 1.0251
C -5.1642 -0.4061 3.6373 0.3 -0.9 -0.6 -1.2033
O -5.7627 0.8653 4.0599 1.5 -1.3 -0.3 -0.5600
O -4.9852 0.1579 1.3624 1.0 -0.1 -1.5 -0.4819
H -3.4799 -1.0401 2.2781 -0.7 -0.6 -0.3 0.2153
H -3.5233 0.5622 2.7952 0.2 0.7 -0.4 -0.5513
H -4.6575 -1.0035 4.3952 0.0 0.6 0.6 0.4150
H -5.9487 -1.0661 3.2671 -0.3 0.0 0.1 0.5249
H -5.9003 0.7718 5.0053 -0.4 0.1 0.1 0.3329
H -5.8962 0.3252 1.6146 0.0 0.0 0.3 0.3117
C 2.8547 1.3562 -4.5125 0.3 -0.9 -2.0 -0.2771
C 2.6236 2.8101 -4.9040 -0.9 -0.5 1.8 -0.4669
O 1.6680 3.3195 -3.9711 -1.3 -0.4 -0.5 -0.3606
O 1.6986 0.4884 -4.9862 0.8 2.0 1.1 -0.5348
H 3.1352 1.1904 -3.4723 -0.6 0.0 0.1 0.2229
H 3.7280 1.1263 -5.1228 0.1 -0.7 0.0 0.4626
H 2.2987 2.7864 -5.9442 -0.1 0.5 -0.1 0.2746
H 3.4447 3.4982 -4.7030 0.8 -0.8 -0.8 0.3334
H 1.9034 4.2279 -3.7689 -0.1 0.6 0.2 0.2365
H 1.9760 -0.3758 -5.2988 0.5 0.1 0.1 0.2511
C 3.8023 -1.6441 2.4198 3.1 1.1 0.6 -0.2206
C 2.5588 -2.4298 2.6817 -1.6 -0.2 0.9 0.2042
O 2.7911 -3.5469 3.5073 0.1 0.1 -0.8 -0.4921
O 4.2511 -0.7354 3.4079 -1.2 0.5 0.2 -0.4901
H 3.6712 -1.0623 1.5074 -0.2 0.0 -0.2 0.0502
H 4.6819 -2.2875 2.3979 -0.6 -0.8 -1.2 0.4516
H 2.1911 -2.6280 1.6750 0.0 -0.9 -0.1 -0.1143
H 1.7471 -1.8626 3.1374 0.2 0.6 -0.1 0.2994
H 2.3750 -3.3605 4.3521 0.1 -0.2 0.3 0.3967
H 5.0538 -1.0633 3.8202 0.0 -0.1 0.2 0.3852
C 3.6996 -5.1196 -2.4522 1.0 0.7 0.3 0.1383
C 3.5954 -6.6611 -2.3339 1.2 -0.7 2.2 -0.6086
O 4.8955 -7.3010 -2.1761 -1.5 0.7 -1.7 -0.4506
O 4.4271 -4.4938 -1.4110 0.1 -0.6 -0.1 -0.4399
H 2.6941 -4.7161 -2.3331 -0.5 -0.2 -0.8 0.0011
H 4.2357 -4.7971 -3.3448 -0.5 -0.2 -0.2 0.3510
H 2.9607 -7.0882 -3.1102 0.7 0.0 -0.5 0.3612
H 3.0308 -6.8344 -1.4177 -0.1 -0.1 0.2 0.3237
H 5.1389 -7.5021 -1.2695 -0.4 0.2 0.2 0.3339
H 4.0538 -4.7985 -0.5807 -0.1 0.1 0.4 0.3213
C 3.7466 4.3816 -2.0140 -0.3 0.5 0.8 -0.0623
C 4.4940 5.0048 -0.8090 0.2 -1.8 -1.5 -0.5319
O 5.5094 5.8983 -1.2924 -1.0 -0.7 0.7 -0.5000
O 3.0075 5.4156 -2.6285 -0.3 -0.3 -0.5 -0.5265
H 3.0724 3.5668 -1.7502 -0.4 0.4 0.6 0.1377
H 4.3687 3.8667 -2.7462 0.9 0.4 0.1 0.1724
H 4.9262 4.1042 -0.3728 0.5 0.1 0.6 0.3287
H 3.8393 5.4823 -0.0801 -0.2 0.0 -0.3 0.3711
H 5.8218 6.2493 -0.4553 0.6 0.6 -0.2 0.3236
H 3.6686 6.1028 -2.7397 -0.1 0.6 -0.3 0.3827
C -4.1147 3.6932 -2.4404 2.0 0.1 0.6 -0.6426
C -4.3900 2.2689 -1.9301 -1.7 -0.1 -0.4 -0.0474
O -3.2838 1.3936 -1.9324 0.0 0.7 -0.9 -0.2781
O -3.5144 3.7066 -3.7279 0.2 -0.5 0.1 -0.4414
H -3.3110 3.9804 -1.7625 0.2 0.8 0.1 0.2139
H -4.9154 4.4320 -2.4051 -0.3 -0.6 0.4 0.4549
H -5.1689 2.0066 -2.6460 -0.1 -1.1 -0.3 0.2580
H -4.8754 2.2111 -0.9559 0.1 0.6 0.1 0.2997
H -3.3901 0.7559 -1.2228 0.1 0.0 0.2 0.1087
H -4.1116 4.0294 -4.4066 -0.2 0.0 0.0 0.3005
C -4.1879 -4.3510 1.2745 -0.2 -2.9 -0.4 -0.7754
C -3.3454 -3.5175 0.3161 -0.5 0.5 -0.5 0.6492
O -3.6325 -3.8975 -1.0177 -0.1 -0.2 1.3 -0.4951
O -4.0911 -4.1950 2.6517 -0.2 1.9 0.3 -0.4678
H -4.0528 -5.4235 1.1344 0.4 -0.1 -0.8 0.4545
H -5.2025 -4.2200 0.8983 -0.4 0.5 0.6 0.3274
H -2.2723 -3.6098 0.4832 0.5 -0.2 0.3 0.0826
H -3.6136 -2.4764 0.4956 0.2 0.4 -0.2 -0.0799
H -3.4543 -3.1300 -1.5661 0.2 0.2 -0.3 0.4284
H -3.4011 -4.7334 3.0464 0.0 -0.2 -0.3 0.3322
```
Forces are in eV/Å.

Output
Total charge ... +2
Gap between HOMO and LUMO ... 1.559 eV
Energy relative to the best compared isomer or geometry (same formula, charge and spin) ... 82.2 kcal per mole
Spin multiplicity ... 1

---

Let's list E in order: -4886.85791 -5341.66868 -3841.11588 Eh.